A molecular structure, C39H26BrClILaN6O5 at a distorted geometry. Source: OMol25; level of theory: ωB97M-V/def2-TZVPD.

Geometry as XYZ:
```
80
Properties=species:S:1:pos:R:3
La 0.33733 -0.27557 1.95856
I -1.44596 -1.02193 4.58913
C -1.15311 0.87870 5.46077
C -1.63559 1.01630 6.72971
C -1.53729 2.26938 7.37087
C -0.97385 3.32110 6.71556
C -0.46605 3.17491 5.40230
C 0.14405 4.27186 4.74517
C 0.66621 4.12556 3.49638
C 0.58557 2.87261 2.84397
C -0.00222 1.75847 3.40413
C -0.53007 1.92696 4.72373
H -2.09373 0.18431 7.24449
H -1.91590 2.38185 8.37754
H -0.89858 4.28882 7.19494
H 0.19366 5.22250 5.26080
H 1.14074 4.96525 3.00573
H 1.02986 2.82236 1.84806
Br 2.06329 -0.94205 -7.67751
C 1.45523 0.59510 -6.76184
C 2.04193 1.82284 -7.02162
C 1.57947 2.94782 -6.35447
C 0.57418 2.82591 -5.40929
C -0.02520 1.59562 -5.16854
C 0.41441 0.47627 -5.85144
N 0.05839 4.04749 -4.82190
N -0.09422 4.16645 -3.59911
C 0.35981 3.16454 -2.67184
C 1.62589 2.64295 -2.68232
C 2.03952 1.72016 -1.70767
C 1.17211 1.27295 -0.72976
O 1.50035 0.36754 0.16062
C -0.15413 1.84099 -0.69386
N -1.00213 1.40832 0.28295
C -2.19718 1.93580 0.36956
C -2.66447 2.93296 -0.50964
C -1.84236 3.35983 -1.51196
C -0.54449 2.81216 -1.63550
H 2.84070 1.90328 -7.74424
H 2.00554 3.92057 -6.55863
H -0.83422 1.51463 -4.45403
H -0.04457 -0.48737 -5.68081
H 2.33182 2.95105 -3.44156
H 3.04722 1.33022 -1.71885
H -2.82819 1.58065 1.17822
H -3.65393 3.34560 -0.37619
H -2.15926 4.12500 -2.20795
O 5.13753 -4.42630 3.15883
C 4.37665 -4.93568 2.22318
O 4.58492 -6.03068 1.76101
C 3.21342 -4.11766 1.70429
C 2.48588 -4.50380 0.58860
Cl 2.69893 -5.79014 -0.49559
N 1.50329 -3.60764 0.37863
N 1.52886 -2.64154 1.30712
C 2.54404 -2.90889 2.11655
C 2.82915 -1.90226 3.23189
O 3.87735 -1.99247 3.84927
O 1.93666 -1.01207 3.39624
C 0.57853 -3.48760 -0.70199
C -0.29352 -4.52288 -0.99562
C -1.21419 -4.34588 -2.01925
C -1.25800 -3.14925 -2.72383
C -0.37279 -2.12539 -2.41598
C 0.55951 -2.29203 -1.40332
H 4.81081 -3.52889 3.46197
H -0.25947 -5.44295 -0.42944
H -1.89442 -5.14948 -2.26823
H -1.97420 -3.02261 -3.52573
H -0.39324 -1.19287 -2.96413
H 1.25986 -1.50662 -1.15013
C -4.50991 -2.15467 -0.90909
C -3.86986 -2.86673 0.28001
C -2.60035 -2.25260 0.65233
N -1.60560 -1.74667 0.91132
H -5.39813 -2.69983 -1.21768
H -3.81977 -2.11058 -1.74908
H -4.79762 -1.13944 -0.64445
H -3.66354 -3.91559 0.05584
H -4.51140 -2.83902 1.16373
```

For the largest force on an atom, the calculation gives 1.3 eV/Å. Its energy relative to the best compared isomer or geometry (same formula, charge and spin) is 0.533 eV. Its highest occupied orbital energy is -0.2898 Ha.

=====

A molecular structure, C17H26BBrCsF7LiN6O6PSV at a distorted geometry. Source: OMol25; level of theory: ωB97M-V/def2-TZVPD.

Geometry as XYZ:
```
69
Properties=species:S:1:pos:R:3
C -4.78845 1.02903 -0.49665
C -3.43832 1.09479 -1.42574
N -3.20908 -0.19872 -2.23537
C -1.72712 -0.20048 -2.63870
C -1.13484 1.16459 -3.23586
C 0.44493 0.95355 -3.54060
P 1.59026 2.31248 -4.25548
N 0.59447 3.36056 -5.05285
C 1.00824 -0.49777 -3.19479
N 0.34498 -1.69402 -2.68790
N -0.95344 -1.42520 -2.46111
H -4.45229 1.21181 0.63401
H -5.33561 -0.00904 -0.54584
H -5.48119 1.93932 -0.83484
H -2.48204 1.34256 -0.75717
H -3.57322 2.01118 -2.17786
H -3.78618 -0.15478 -3.12575
H -1.72177 2.15382 -3.41884
H 2.53047 1.84639 -5.24948
H 2.22379 3.12226 -3.21529
H 0.64846 4.30869 -4.62050
H 2.18084 -0.63628 -3.38456
H -1.49258 -2.26548 -2.08456
C 2.53503 -2.11306 0.77615
F 1.53965 -2.44800 -0.10648
F 1.91054 -1.47029 1.81491
F 2.98963 -3.29999 1.29242
S 3.88963 -1.09070 -0.00629
O 3.22927 0.12628 -0.49849
O 4.43887 -1.92472 -1.08418
O 4.85574 -0.82797 1.06898
B 7.23821 0.39284 3.42579
F 8.23837 0.70382 4.43419
F 5.91133 0.63708 3.96775
F 7.44787 1.23520 2.25946
F 7.35524 -1.00444 3.04182
Cs 0.18076 -1.04961 3.09966
N -5.27844 -1.21303 4.08071
C -5.15341 -2.43575 3.51975
C -6.11688 -3.42750 3.61078
C -7.27917 -3.15253 4.32350
C -7.43634 -1.90296 4.91425
C -6.41848 -0.97477 4.76481
H -4.22756 -2.60301 2.97709
H -5.96453 -4.39104 3.13787
H -8.05621 -3.90551 4.41770
H -8.33008 -1.65776 5.47671
H -6.49559 0.01586 5.20414
Li -9.29165 -0.38894 5.61373
C -3.77114 -6.57689 3.14339
C -2.84800 -5.40147 2.86700
N -2.08206 -4.42628 2.63777
H -4.78333 -6.21619 3.34661
H -3.79774 -7.24204 2.27593
H -3.41186 -7.13715 4.01093
Br -7.34282 2.00848 6.05494
O 5.96062 3.43381 6.03151
V 7.61997 3.57835 6.59010
O 9.27922 3.72288 7.14866
C 6.06690 5.30467 -5.62058
C 4.98146 4.27054 -5.75576
O 3.84341 4.48105 -5.33935
C 5.34231 2.96875 -6.41989
H 5.66248 6.19225 -5.12236
H 6.88591 4.90692 -5.01599
H 6.42982 5.59388 -6.61009
H 6.12893 2.46682 -5.85096
H 5.67284 3.15379 -7.44507
H 4.46098 2.31905 -6.44774
```

For the largest force on an atom, the calculation gives 10.0 eV/Å. Its highest occupied orbital energy is -0.3568 Ha. As for the charge: +1.

=====

A molecular structure, C32H28FeN5PS2 at a distorted geometry. Source: OMol25; level of theory: ωB97M-V/def2-TZVPD.

Geometry as XYZ:
```
69
Properties=species:S:1:pos:R:3
Fe -0.81764 0.57090 0.22515
C 0.12102 -3.59487 6.30871
C -0.33033 -2.91783 5.05363
C -1.57846 -3.19880 4.48245
C -1.98977 -2.53740 3.36131
C -1.17787 -1.56552 2.70419
N -1.62803 -0.91102 1.61842
C -3.01198 -0.84963 1.40292
C -3.87849 -0.41332 2.41868
C -5.24286 -0.37732 2.23992
C -5.81637 -0.79219 1.03894
C -7.30291 -0.78779 0.83885
C -4.96792 -1.18750 0.01273
C -3.58911 -1.21118 0.17204
N -2.77677 -1.62355 -0.90718
C -3.12617 -2.42536 -1.94062
C -2.08026 -2.42753 -2.82862
C -1.12641 -1.57485 -2.25950
N -1.54360 -1.10725 -1.09439
C 0.14146 -1.37851 3.22258
C 0.49908 -2.00945 4.40417
N 1.10389 -0.54767 2.61292
C 2.43654 -0.55958 2.88788
C 3.01230 0.48257 2.21380
C 1.95499 1.09059 1.52779
N 0.81095 0.46104 1.76044
H -0.72348 -4.00241 6.86040
H 0.66978 -2.90662 6.95071
H 0.79170 -4.42331 6.06733
H -2.22067 -3.93880 4.94233
H -2.95284 -2.77163 2.93285
H -3.44406 -0.09894 3.35951
H -5.88066 -0.03050 3.04308
H -7.82660 -0.76015 1.79194
H -7.62230 -1.66814 0.28251
H -7.60563 0.09057 0.26461
H -5.39644 -1.46651 -0.94074
H -4.05482 -2.96765 -1.96201
H -2.01546 -2.95253 -3.76474
H -0.15524 -1.30411 -2.62969
H 1.44971 -1.77901 4.86256
H 2.89477 -1.32305 3.48891
H 4.04973 0.76535 2.20022
H 1.98491 1.94582 0.87373
S 0.31783 4.22346 -3.06433
P 1.49637 2.71159 -2.62905
S 0.53449 1.36987 -1.39927
C 2.08403 1.82666 -4.10631
C 2.00477 0.45111 -4.26173
C 2.44065 -0.13752 -5.44045
C 2.96744 0.64696 -6.45410
C 3.07091 2.02206 -6.28584
C 2.62730 2.61567 -5.11651
C 3.04428 3.20063 -1.80657
C 3.98491 2.23312 -1.45793
C 5.19538 2.62330 -0.90919
C 5.46821 3.97130 -0.71133
C 4.52615 4.93056 -1.05274
C 3.30921 4.54770 -1.60026
H 1.61886 -0.15304 -3.45405
H 2.36614 -1.21036 -5.56726
H 3.29731 0.18921 -7.37740
H 3.49159 2.63448 -7.07242
H 2.68586 3.68918 -4.98557
H 3.76893 1.18342 -1.62357
H 5.93636 1.87794 -0.64830
H 6.42125 4.27401 -0.29711
H 4.74022 5.98061 -0.90249
H 2.56388 5.28270 -1.87690
```

For the largest force on an atom, the calculation gives 1.7 eV/Å. Its energy relative to the best compared isomer or geometry (same formula, charge and spin) is 0.578 eV. As for the multiplicity: 6. Its highest occupied orbital energy (alpha / beta) is -0.3602 / -0.3610 Ha. As for the charge: +1.

=====

2 unconnected molecules or ions with the total composition C4H10NO3 at a distorted geometry. Source: OMol25; level of theory: ωB97M-V/def2-TZVPD.

Geometry as XYZ:
```
18
Properties=species:S:1:pos:R:3
C -1.53975 -0.70514 1.56036
O -0.34024 -1.20978 1.94180
C -1.49953 -0.39784 -0.03582
C -0.55505 0.75188 -0.48697
C 0.34955 0.34104 -1.62609
N 1.63325 0.88762 -1.63802
O 0.05895 -0.32822 -2.60625
H -2.28814 -1.57805 1.62581
H -1.81826 0.20786 2.07015
H -1.37070 -1.30849 -0.62601
H -2.55413 -0.00049 -0.29137
H -1.17902 1.63636 -0.63233
H 0.15574 0.79167 0.36067
H 2.17364 1.01366 -2.46476
H 2.05097 0.89938 -0.73594
H 0.77777 -0.27081 2.13121
H 1.93816 0.62074 2.87013
O 1.52958 0.46775 2.01718
```

For the largest force on an atom, the calculation gives 3.7 eV/Å. Its energy relative to the best compared isomer or geometry (same formula, charge and spin) is 2.312 eV. Its highest occupied orbital energy is -0.1214 Ha. As for the charge: -1.